Entry 1:
12
Properties=species:S:1:pos:R:3:forces:R:3 method="wB97M-V/def2-TZVPD" spin_multiplicity=3 total_charge=0 homo_energy_ha="-0.318 / -0.347"
C 0.017476 1.271004 -0.416465 0.3 1.0 0.5
C -0.096431 0.018931 -0.803205 0.7 -1.0 0.5
C 1.413220 0.246320 0.837640 -0.2 0.2 -0.1
C 1.068999 -2.018687 -0.020634 -1.2 -0.6 -1.4
N 0.954047 1.407360 0.588343 -0.1 1.5 0.3
N 0.814771 -0.691164 0.012982 0.0 -0.1 -0.1
O 1.854157 -2.714274 0.493329 0.9 -0.2 0.9
S -3.545345 -0.247869 -0.745352 -0.2 -0.3 -0.4
Cl -3.335958 0.915453 0.806675 0.1 0.3 0.4
H -0.540492 2.082057 -0.797758 -0.3 0.8 -0.2
H -0.732651 -0.337263 -1.565580 -0.2 -1.0 -0.4
H 2.128203 0.068134 1.610027 0.3 -0.6 0.1

Entry 2:
9
Properties=species:S:1:pos:R:3:forces:R:3 method="wB97M-V/def2-TZVPD" spin_multiplicity=1 smiles="C=CC1=C(Cl)O1" total_charge=0 e_above_lowest_ev=4.213 homo_energy_ha=-0.283
C 0.625757 0.187740 -0.221817 1.4 2.0 0.6
C 1.909082 -0.044301 -0.042733 -1.5 3.1 -0.7
C -1.680478 -0.277068 0.010152 -0.5 -1.2 0.5
C -0.723751 0.615566 0.031799 1.4 0.1 -0.7
O 1.236600 -1.176817 -0.013034 0.1 -4.1 0.3
Cl 3.512973 0.472431 0.016568 -0.6 -0.5 0.1
H -2.737892 -0.185673 0.229992 0.3 0.4 -0.2
H -1.241077 -1.232359 -0.125847 -0.6 -1.3 -0.2
H -0.901218 1.640477 0.114924 0.0 1.6 0.3

Entry 3:
11
Properties=species:S:1:pos:R:3:forces:R:3 method="wB97M-V/def2-TZVPD" spin_multiplicity=2 total_charge=0 e_above_lowest_ev=2.493 homo_energy_ha="-0.235 / -0.233"
Cu -1.947930 3.596597 -0.662338 0.0 -0.1 0.0
O -0.691191 0.304768 -0.485678 -0.5 0.8 -0.7
C 0.753147 0.345782 -0.273594 0.5 0.2 0.7
H 1.392162 0.416607 -1.164306 -0.6 0.1 -0.2
H 0.976297 1.188976 0.394631 0.1 -0.2 -0.1
C 1.075257 -1.762416 1.423039 0.9 0.2 0.8
C 0.704797 -1.049189 0.342667 -1.9 0.0 1.4
C -0.754271 -1.082343 0.177599 -0.3 -2.2 -2.8
O -1.726715 -1.785404 0.109344 1.1 1.9 0.8
Li -1.707116 1.115407 -1.813554 0.2 -0.4 0.5
H 1.925564 -1.288784 1.952189 0.4 -0.3 -0.3

Entry 4:
10
Properties=species:S:1:pos:R:3:forces:R:3 method="wB97M-V/def2-TZVPD" spin_multiplicity=7 total_charge=+3 homo_energy_ha="-0.766 / -0.827"
C -3.482843 -0.177303 -0.010441 -4.8 0.4 -0.3
C -2.255207 -0.219275 -0.034830 4.6 0.1 -0.5
C -0.902560 -0.242543 -0.084680 -4.9 -0.1 1.1
C 0.120744 0.560798 0.267980 1.4 -0.5 -2.3
H 0.646390 -1.188467 0.045002 2.0 2.2 1.3
H 0.257389 1.575167 -0.116302 -0.1 0.3 1.2
O -4.751289 -0.044755 -0.089919 3.4 -0.3 -0.2
H -5.190404 -0.010595 0.775034 -0.8 -0.1 0.6
O 1.241081 -0.236352 0.364786 -0.8 -2.0 -1.0
Dy 3.757262 -0.017492 -0.149604 0.0 -0.1 0.2

Entry 5:
8
Properties=species:S:1:pos:R:3:forces:R:3 method="wB97M-V/def2-TZVPD" spin_multiplicity=1 total_charge=0 e_above_lowest_ev=2.745 homo_energy_ha=-0.325
C 0.379181 -0.261681 -1.204316 -2.5 1.4 -2.9
C 0.958756 -0.604744 -0.075753 3.0 -2.2 -1.9
C 0.420958 -0.122782 1.080516 -9.8 6.1 7.9
C -0.634383 0.564626 1.738165 10.7 -6.8 -7.3
H 0.734585 -0.314487 -2.348144 -1.1 -0.1 3.0
H 1.858570 -1.308867 -0.171306 -1.2 1.5 0.5
H -1.214331 0.893820 2.494016 -1.6 1.0 2.2
F -0.902877 0.364113 -1.022915 2.6 -0.8 -1.5

Entry 6:
10
Properties=species:S:1:pos:R:3:forces:R:3 method="wB97M-V/def2-TZVPD" spin_multiplicity=1 total_charge=0 e_above_lowest_ev=0.624 homo_energy_ha=-0.346
C -1.444233 -0.792456 0.097932 -1.3 0.7 0.0
C -0.168122 -0.922044 -0.006605 2.3 0.7 0.0
C 0.897288 0.095400 0.050242 0.3 1.0 0.1
C 0.855605 1.421628 -0.152760 -0.2 -1.5 0.0
H -2.172080 -1.530740 0.001942 -0.7 -1.5 0.0
H -0.031891 1.904266 -0.475125 -0.9 -0.1 -0.1
H 1.662037 2.107917 -0.063788 0.9 -0.1 0.2
F -1.996632 0.388796 0.275004 -0.4 1.4 0.2
F 0.353856 -2.128907 -0.110493 0.0 -1.4 -0.3
F 2.044174 -0.543862 0.383647 0.1 0.7 0.0

Entry 7:
10
Properties=species:S:1:pos:R:3:forces:R:3 method="wB97M-V/def2-TZVPD" spin_multiplicity=1 smiles="C=C(F)F.C#CF" total_charge=0 e_above_lowest_ev=2.387 homo_energy_ha=-0.370
C -1.875682 0.202360 -1.438497 0.0 0.2 0.9
C -1.860152 0.454959 -0.272941 -0.1 0.0 -0.1
C 1.015334 -0.783587 0.940028 0.0 0.0 0.0
C 1.419678 0.220422 0.200088 0.4 0.3 -0.2
F -1.849152 0.714325 0.984065 0.0 0.0 -0.2
F 0.854768 1.417726 0.122851 0.2 -0.3 0.1
F 2.500829 0.196421 -0.576001 -0.4 0.0 0.2
H -1.918336 -0.012597 -2.461053 0.0 -0.1 -0.7
H 0.155180 -0.700052 1.573473 -0.2 0.1 0.1
H 1.557532 -1.709975 0.927985 0.2 -0.1 -0.1

Entry 8:
10
Properties=species:S:1:pos:R:3:forces:R:3 method="wB97M-V/def2-TZVPD" spin_multiplicity=1 total_charge=0 e_above_lowest_ev=4.018 homo_energy_ha="-0.354 / -0.355"
C 1.146377 0.155387 -0.003400 1.6 0.2 1.8
C 0.313675 0.611383 1.011506 -1.0 0.5 -1.8
C 0.106800 -0.184350 -0.886084 -0.4 -2.3 0.3
C -0.874801 0.459272 0.035992 -1.5 -0.2 0.7
F 0.209637 -2.649921 -0.398326 -0.1 2.1 -0.3
F -1.429697 1.622629 -0.433053 0.5 -0.4 0.3
F -1.916882 -0.336796 0.382458 0.6 0.6 0.1
H 2.246773 0.034017 0.044258 -1.0 -0.1 -0.5
H 0.327236 1.067279 2.018883 0.4 -0.7 -0.7
H -0.129122 -0.778903 -1.772233 0.8 0.4 0.0

The calculation returns the following electronic energy values, one per record and in order: -32578.538; -18761.435; -53129.816; -32335.590; -6908.582; -12346.983; -12345.220; -12343.590 eV.